(1)
{
  "formula": "C16H17N2O",
  "method": "ωB97M-V/def2-TZVPD",
  "mol_weight_g_mol": 253.32,
  "relative_energy_kcal_mol": 53.0,
  "smiles": "COc1ccc([C@H](C[N+]#N)c2ccc(C)cc2)cc1",
  "charge": 1,
  "total_energy_ha": -804.24124,
  "e_homo_ev": -11.232,
  "gap_ev": 6.2104,
  "species": ["C", "O", "C", "C", "C", "C", "C", "C", "N", "N", "C", "C", "C", "C", "C", "C", "C", "C", "C", "H", "H", "H", "H", "H", "H", "H", "H", "H", "H", "H", "H", "H", "H", "H", "H", "H"],
  "positions_angstrom": [[-3.667395, -0.226743, -4.360995], [-2.922699, -1.359455, -3.844661], [-1.980391, -1.198790, -2.889689], [-1.369732, -2.380316, -2.380489], [-0.553906, -2.260703, -1.311155], [-0.176536, -0.996093, -0.740223], [0.609190, -1.068529, 0.539828], [0.116619, -2.190245, 1.700211], [-0.487364, -3.636445, 1.716374], [-0.952299, -4.658771, 1.886644], [1.139767, 0.186501, 1.072309], [2.438390, 0.237678, 1.665642], [2.949816, 1.381467, 2.256199], [2.094863, 2.506672, 2.355511], [2.635508, 3.733486, 3.057767], [0.859479, 2.538484, 1.732163], [0.374147, 1.360123, 1.151642], [-0.603657, 0.141546, -1.442700], [-1.467691, 0.065064, -2.550960], [-4.430960, -0.607142, -5.025186], [-4.136879, 0.339252, -3.530101], [-2.990471, 0.440474, -4.897774], [-1.718589, -3.358192, -2.697975], [-0.058161, -3.124602, -0.890226], [1.394744, -1.914938, 0.491264], [-0.719425, -1.668824, 2.154519], [0.741313, -2.284276, 2.567335], [3.084701, -0.622200, 1.514129], [3.949914, 1.378790, 2.722822], [2.111111, 4.631854, 2.775833], [2.514248, 3.672165, 4.132635], [3.697782, 3.911755, 2.905636], [0.231279, 3.469567, 1.812157], [-0.597313, 1.446359, 0.639258], [-0.214667, 1.145149, -1.274561], [-1.894736, 0.969877, -3.013184]],
  "forces_ev_per_a": [[0.709, 0.192, 1.055], [-0.463, -0.172, -0.014], [0.473, 0.607, -1.162], [-1.591, 0.482, -0.226], [1.173, 1.378, 1.110], [-1.129, -1.196, -0.675], [2.374, -4.110, -1.867], [-3.344, 1.447, 2.319], [-1.901, -3.705, 0.154], [2.584, 5.441, -1.117], [0.622, 1.014, 2.329], [-0.179, -0.200, -0.827], [-1.063, -0.202, 0.243], [1.651, 0.739, 0.134], [-0.108, -0.012, 0.135], [-0.525, -0.202, 0.471], [-0.718, 0.549, -0.654], [0.380, 0.245, -0.376], [-0.715, -0.946, 0.810], [0.042, -0.234, -0.018], [0.195, -0.358, -0.393], [-0.087, -0.037, -0.109], [0.160, 0.211, -0.302], [-0.186, -0.379, 0.007], [0.590, 2.600, -1.843], [-0.856, -0.244, 0.196], [1.225, -0.165, -0.071], [-0.040, -0.073, 0.258], [-0.651, 0.100, -0.441], [-0.233, 0.282, -0.300], [-0.120, -0.285, 0.335], [0.051, -0.222, -0.265], [0.713, -1.203, -0.307], [0.432, -0.386, 0.689], [-0.073, -0.403, 0.426], [0.606, -0.552, 0.294]]
}

(2)
{
  "formula": "C16H17N3O2",
  "method": "ωB97M-V/def2-TZVPD",
  "mol_weight_g_mol": 283.33,
  "relative_energy_kcal_mol": 49.4,
  "smiles": "Cc1ccc(NCC(=O)N/N=C\\c2cccc(O)c2)cc1",
  "total_energy_ha": -934.62883,
  "e_homo_ev": -7.621,
  "gap_ev": 7.9781,
  "species": ["C", "C", "C", "C", "C", "N", "C", "C", "O", "N", "N", "C", "C", "C", "C", "C", "C", "O", "C", "C", "C", "H", "H", "H", "H", "H", "H", "H", "H", "H", "H", "H", "H", "H", "H", "H", "H", "H"],
  "positions_angstrom": [[-5.769359, -2.230603, -0.184656], [-4.768370, -1.144212, 0.072965], [-3.443774, -1.431939, 0.360676], [-2.516901, -0.429094, 0.582933], [-2.894769, 0.909707, 0.523270], [-2.037355, 1.963289, 0.824073], [-0.609739, 1.805698, 0.729602], [-0.139312, 1.645315, -0.725551], [-0.786044, 2.024459, -1.666238], [1.097570, 1.061597, -0.817271], [1.671126, 0.833735, -2.011920], [2.821505, 0.308679, -2.113105], [3.746930, -0.118424, -1.054134], [4.412993, -1.337395, -1.191547], [5.273571, -1.774449, -0.204402], [5.496729, -1.005819, 0.925519], [4.857890, 0.220528, 1.062696], [5.047846, 1.023420, 2.142333], [3.983299, 0.660930, 0.074655], [-4.228948, 1.200303, 0.228504], [-5.143706, 0.193699, 0.010023], [-6.679613, -2.058238, 0.387564], [-5.365273, -3.203177, 0.085714], [-6.039073, -2.253111, -1.240871], [-3.120426, -2.462617, 0.409693], [-1.496522, -0.708727, 0.796924], [-2.355029, 2.834387, 0.418893], [-0.294314, 0.955329, 1.338047], [-0.139729, 2.706988, 1.138660], [1.567428, 0.753170, 0.034687], [3.131828, 0.120188, -3.132724], [4.238884, -1.940413, -2.069550], [5.782252, -2.720549, -0.312338], [6.174947, -1.348872, 1.695255], [5.685454, 0.622119, 2.744987], [3.547530, 1.642769, 0.184679], [-4.540180, 2.233903, 0.170310], [-6.169329, 0.447416, -0.218364]],
  "forces_ev_per_a": [[0.003, 0.062, -0.058], [0.042, -0.130, 0.047], [-0.221, 0.014, -0.059], [0.214, 0.244, -0.015], [-0.207, -0.265, 0.064], [0.215, 0.465, 0.080], [-0.338, 0.047, -0.178], [-0.148, -0.033, 0.088], [-0.051, 0.066, 0.027], [0.680, -0.269, 0.739], [-0.316, 0.158, -0.681], [-0.023, 0.006, -0.050], [0.178, -0.165, 0.435], [-0.151, 0.094, -0.094], [0.025, 0.034, 0.023], [0.004, 0.108, 0.075], [-0.022, -0.253, -0.164], [0.036, 0.109, 0.108], [0.153, 0.048, 0.123], [0.045, 0.019, -0.034], [0.142, -0.013, 0.007], [-0.082, -0.069, 0.021], [-0.031, -0.088, 0.007], [-0.069, -0.086, -0.047], [0.013, -0.095, 0.008], [0.112, 0.003, 0.027], [0.088, -0.133, 0.040], [0.093, 0.091, 0.007], [0.024, -0.154, -0.022], [-0.228, 0.082, -0.266], [0.044, 0.001, -0.122], [-0.008, -0.062, -0.100], [0.034, -0.080, -0.003], [0.054, -0.032, 0.068], [-0.074, 0.025, -0.093], [-0.085, 0.092, -0.003], [-0.038, 0.115, 0.014], [-0.107, 0.044, -0.019]]
}

(3)
{
  "formula": "C16H17N3O2",
  "method": "ωB97M-V/def2-TZVPD",
  "mol_weight_g_mol": 283.33,
  "relative_energy_kcal_mol": 0.0,
  "smiles": "CNC(=O)Nc1ccccc1C(=O)NCc1ccccc1",
  "total_energy_ha": -934.70757,
  "e_homo_ev": -8.674,
  "gap_ev": 9.4063,
  "species": ["C", "N", "C", "O", "N", "C", "C", "C", "C", "C", "C", "C", "O", "N", "C", "C", "C", "C", "C", "C", "C", "H", "H", "H", "H", "H", "H", "H", "H", "H", "H", "H", "H", "H", "H", "H", "H", "H"],
  "positions_angstrom": [[1.401552, 4.058185, 0.793814], [1.512672, 2.670428, 0.415595], [0.421490, 1.967018, 0.019551], [-0.681344, 2.450104, -0.126503], [0.619252, 0.615885, -0.221671], [1.795867, -0.124796, -0.292877], [2.965354, 0.416497, -0.829305], [4.130100, -0.326723, -0.874609], [4.156842, -1.623583, -0.389940], [2.996349, -2.183982, 0.113135], [1.815928, -1.457413, 0.148310], [0.573993, -2.093329, 0.696057], [0.443903, -2.425137, 1.854508], [-0.385978, -2.268213, -0.246202], [-1.753718, -2.628372, 0.085036], [-2.624622, -1.399577, 0.007027], [-3.506066, -1.204994, -1.046404], [-4.234529, -0.031005, -1.138500], [-4.078725, 0.960411, -0.185672], [-3.200241, 0.774139, 0.868361], [-2.477689, -0.400685, 0.964356], [1.462626, 4.183922, 1.877658], [2.194780, 4.638876, 0.320672], [0.432629, 4.414378, 0.448505], [2.325822, 2.165741, 0.730924], [-0.254357, 0.103978, -0.209418], [2.947546, 1.414513, -1.239624], [5.021956, 0.112373, -1.296262], [5.070251, -2.196965, -0.414307], [2.991705, -3.197368, 0.485295], [-0.208048, -1.964492, -1.191605], [-2.102155, -3.404621, -0.601319], [-1.727916, -3.024866, 1.103108], [-3.624402, -1.975552, -1.795789], [-4.919334, 0.111180, -1.961748], [-4.637789, 1.880023, -0.265495], [-3.071123, 1.547793, 1.608623], [-1.792565, -0.553783, 1.786716]],
  "forces_ev_per_a": [[-0.068, 0.158, -0.016], [0.301, -0.021, 0.145], [0.210, -0.109, -0.032], [-0.325, 0.209, 0.017], [-0.473, -0.253, -0.054], [0.362, -0.193, -0.005], [-0.036, -0.007, -0.072], [0.008, -0.033, 0.077], [0.062, -0.062, -0.007], [-0.068, 0.070, -0.062], [0.137, 0.225, 0.126], [0.164, -0.007, -0.317], [0.010, -0.025, 0.311], [-0.179, -0.141, -0.246], [-0.081, 0.021, 0.134], [-0.052, -0.099, -0.034], [0.058, -0.090, 0.062], [-0.072, 0.091, -0.057], [-0.083, 0.023, -0.034], [0.015, -0.017, 0.038], [-0.086, -0.040, 0.043], [-0.034, 0.033, -0.043], [-0.044, 0.048, 0.042], [0.093, 0.050, 0.051], [-0.119, -0.032, -0.067], [0.057, 0.172, -0.037], [-0.003, 0.056, -0.020], [0.070, 0.039, -0.040], [0.080, -0.060, -0.007], [0.001, -0.099, 0.056], [0.127, -0.008, 0.087], [0.003, 0.044, 0.112], [-0.041, -0.038, -0.175], [-0.012, -0.083, -0.069], [-0.053, 0.024, -0.062], [-0.049, 0.086, -0.013], [0.031, 0.083, 0.056], [0.089, -0.015, 0.110]]
}